# 1
This record from the Open Molecules 2025 dataset describes 11 unconnected molecules or ions with the total composition C68H174N19O11P5. The level of theory is wB97M-V/def2-TZVPD.

Results
SMILES ... CN(C)P(=O)(N(C)C)N(C)C.CN(C)P(=O)(N(C)C)N(C)C.CN(C)P(=O)(N(C)C)N(C)C.CN(C)P(=O)(N(C)C)N(C)C.CN(C)P(=O)(N(C)C)N(C)C.CC1(C)CCCC(C)(C)N1O.CC1(C)CCCC(C)(C)N1O.CC1(C)CCCC(C)(C)N1O.CC1(C)CCCC(C)(C)N1O.CO.CO

ORCA input file:
```
! RIJCOSX wB97M-V def2-TZVPD def2/J DEFGRID3
* xyz 0 1
C 11.39 15.39 15.94
N 12.59 15.69 16.74
C 12.96 17.17 16.78
P 13.69 14.56 17.22
O 14.98 15.21 17.50
N 12.82 13.72 18.38
C 12.01 14.28 19.47
C 13.52 12.50 18.81
N 13.98 13.34 16.17
C 13.16 12.19 15.87
C 15.18 13.22 15.32
H 10.40 15.30 16.42
H 11.61 14.52 15.30
H 11.38 16.20 15.23
H 13.98 17.21 17.08
H 12.37 17.68 17.47
H 12.90 17.62 15.75
H 12.65 14.47 20.38
H 11.54 15.28 19.15
H 11.22 13.64 19.85
H 12.82 11.61 18.90
H 14.21 12.19 18.07
H 14.01 12.64 19.73
H 13.78 11.29 15.97
H 12.17 12.11 16.36
H 12.89 12.23 14.79
H 15.63 12.19 15.40
H 15.96 13.90 15.60
H 14.94 13.32 14.21
C 19.02 26.33 18.05
N 19.53 25.60 16.95
C 20.11 26.42 15.96
P 19.19 24.00 16.66
O 20.13 23.35 15.70
N 19.29 23.16 18.15
C 18.24 23.11 19.20
C 20.55 22.56 18.50
N 17.56 24.08 16.44
C 16.86 25.24 15.74
C 16.80 22.88 16.18
H 19.82 26.82 18.66
H 18.37 25.64 18.57
H 18.39 27.18 17.68
H 20.71 25.79 15.33
H 20.81 27.16 16.38
H 19.42 27.04 15.37
H 17.43 23.75 18.88
H 17.84 22.13 19.33
H 18.68 23.44 20.15
H 20.35 21.59 19.06
H 21.17 22.35 17.61
H 21.20 23.25 19.10
H 17.06 25.06 14.68
H 15.78 25.19 15.95
H 17.22 26.30 16.04
H 16.45 22.81 15.14
H 15.95 22.86 16.89
H 17.43 22.03 16.31
C 21.38 14.68 8.35
N 21.04 14.72 9.77
C 20.31 15.94 10.08
P 20.70 13.30 10.63
O 19.30 12.80 10.56
N 21.73 12.16 9.92
C 21.09 11.04 9.40
C 23.18 12.10 10.15
N 21.09 13.75 12.20
C 22.31 14.52 12.43
C 20.94 12.65 13.16
H 21.96 15.53 8.08
H 20.53 14.69 7.68
H 22.06 13.78 8.14
H 20.82 16.85 9.71
H 20.28 16.06 11.20
H 19.33 16.01 9.63
H 20.32 11.34 8.68
H 21.87 10.53 8.77
H 20.58 10.33 10.07
H 23.46 11.72 11.13
H 23.56 11.35 9.46
H 23.58 13.11 9.89
H 22.45 15.33 11.71
H 22.27 15.00 13.41
H 23.15 13.86 12.55
H 20.01 12.19 13.08
H 21.02 13.16 14.18
H 21.81 11.97 12.99
C 27.06 16.26 15.05
N 26.00 16.53 14.04
C 25.83 15.38 13.10
P 24.52 17.24 14.35
O 23.38 16.41 14.72
N 24.78 18.42 15.48
C 25.67 19.59 15.28
C 24.22 18.37 16.80
N 24.22 17.99 12.91
C 25.27 18.37 11.98
C 22.87 18.34 12.52
H 27.10 17.04 15.80
H 28.05 16.12 14.57
H 26.82 15.35 15.60
H 26.62 15.48 12.29
H 24.83 15.34 12.68
H 25.94 14.46 13.72
H 25.06 20.39 14.93
H 26.24 19.87 16.17
H 26.51 19.35 14.56
H 23.44 17.62 16.80
H 24.90 18.21 17.63
H 23.73 19.38 16.96
H 25.24 17.63 11.16
H 25.00 19.34 11.60
H 26.28 18.26 12.37
H 22.15 17.71 12.97
H 22.83 18.17 11.44
H 22.52 19.41 12.73
C 15.88 21.39 9.85
N 16.53 22.56 10.52
C 15.77 23.28 11.55
P 18.06 23.06 10.09
O 18.48 22.27 8.95
N 17.82 24.67 9.89
C 16.67 25.10 9.04
C 18.88 25.70 9.92
N 19.10 22.89 11.44
C 20.47 22.40 11.21
C 18.81 23.57 12.73
H 16.64 20.81 9.36
H 15.33 21.64 8.94
H 15.22 20.82 10.57
H 14.73 22.94 11.64
H 15.87 24.32 11.20
H 16.19 23.16 12.56
H 17.03 25.09 7.98
H 15.89 24.37 8.99
H 16.29 26.08 9.39
H 18.42 26.63 10.31
H 19.68 25.23 10.43
H 19.24 25.90 8.90
H 20.53 21.90 10.25
H 21.23 23.16 11.34
H 20.60 21.72 12.03
H 19.68 24.07 13.18
H 18.38 22.82 13.46
H 18.07 24.40 12.68
C 17.43 18.28 24.19
C 17.79 18.82 22.81
C 17.96 20.34 22.73
C 19.02 18.12 22.38
C 19.38 18.26 20.90
C 18.17 17.79 20.07
C 16.87 18.43 20.46
C 16.73 19.89 19.89
C 15.73 17.52 19.91
N 16.69 18.27 21.90
O 15.48 18.87 22.37
H 18.13 18.58 24.95
H 16.46 18.73 24.44
H 17.36 17.17 24.13
H 18.44 20.56 21.80
H 17.01 20.86 22.66
H 18.58 20.64 23.64
H 19.84 18.31 23.07
H 18.73 17.08 22.47
H 19.65 19.32 20.69
H 20.24 17.59 20.63
H 18.24 16.71 20.16
H 18.37 18.04 19.05
H 16.12 20.53 20.58
H 16.47 19.91 18.89
H 17.73 20.34 19.94
H 15.66 17.55 18.83
H 14.74 17.60 20.38
H 16.01 16.55 20.27
H 15.15 18.05 22.78
C 15.22 19.66 14.03
C 16.51 18.81 14.16
C 16.15 17.56 14.96
C 16.91 18.42 12.76
C 18.24 17.72 12.81
C 19.32 18.70 13.36
C 18.92 19.08 14.78
C 19.19 17.88 15.75
C 19.75 20.28 15.20
N 17.57 19.62 14.78
O 17.23 19.94 16.10
H 14.39 18.94 13.96
H 15.08 20.30 14.90
H 15.33 20.30 13.19
H 17.01 16.91 15.10
H 15.86 17.85 15.98
H 15.38 16.91 14.53
H 16.09 17.86 12.27
H 17.04 19.37 12.20
H 18.27 16.80 13.38
H 18.45 17.41 11.76
H 19.43 19.58 12.76
H 20.27 18.15 13.40
H 20.27 17.93 16.09
H 19.12 17.00 15.12
H 18.48 17.74 16.50
H 20.76 20.04 15.01
H 19.73 20.50 16.28
H 19.54 21.19 14.68
H 16.93 19.11 16.50
C 13.50 15.36 12.59
C 13.24 15.17 11.10
C 11.94 14.19 10.90
C 12.97 16.55 10.39
C 13.06 16.35 8.88
C 14.39 15.80 8.44
C 14.67 14.45 9.08
C 13.73 13.45 8.47
C 16.14 13.88 8.84
N 14.54 14.59 10.59
O 14.59 13.30 11.12
H 14.25 16.12 12.74
H 12.62 15.65 13.14
H 13.97 14.47 12.98
H 11.13 14.49 11.60
H 11.42 14.16 9.93
H 12.23 13.15 11.14
H 12.05 16.96 10.66
H 13.73 17.26 10.59
H 12.39 15.56 8.46
H 12.72 17.22 8.23
H 15.12 16.44 8.82
H 14.44 15.60 7.34
H 13.73 12.52 9.07
H 13.95 13.28 7.45
H 12.71 13.78 8.56
H 16.04 13.25 7.96
H 16.33 13.25 9.71
H 16.85 14.67 8.86
H 15.50 13.32 11.56
C 20.29 14.60 18.75
C 19.49 13.75 17.80
C 19.29 14.64 16.49
C 20.19 12.50 17.30
C 20.26 11.41 18.39
C 18.86 11.06 18.78
C 18.06 12.27 19.27
C 16.59 11.89 19.27
C 18.52 12.62 20.68
N 18.20 13.33 18.30
O 17.40 14.46 18.65
H 21.27 14.93 18.27
H 20.63 14.08 19.69
H 19.71 15.46 19.00
H 18.60 14.12 15.79
H 20.28 14.84 16.04
H 18.77 15.52 16.79
H 19.63 12.05 16.44
H 21.16 12.72 16.87
H 20.90 11.84 19.20
H 20.80 10.47 18.06
H 18.74 10.19 19.47
H 18.39 10.70 17.85
H 16.06 12.68 19.74
H 16.26 11.80 18.23
H 16.41 10.99 19.85
H 18.19 11.80 21.37
H 19.60 12.74 20.80
H 18.11 13.63 20.88
H 16.60 14.56 18.05
C 23.53 13.27 16.64
O 22.64 14.37 16.48
H 23.29 12.68 17.58
H 23.60 12.64 15.74
H 24.58 13.61 16.81
H 23.13 15.07 15.96
C 17.26 14.42 12.78
O 17.03 13.08 12.30
H 16.44 15.00 12.50
H 17.34 14.31 13.87
H 18.09 14.95 12.36
H 17.74 12.96 11.63
*
```



# 2
This record from the Open Molecules 2025 dataset describes 12 unconnected molecules or ions with the total composition C6H35O12. The level of theory is wB97M-V/def2-TZVPD.

ORCA input file:
```
! RIJCOSX wB97M-V def2-TZVPD def2/J DEFGRID3
* xyz -1 1
C 2.96 1.09 -0.66
O 2.49 1.69 0.54
C 2.08 0.52 -1.78
C 0.73 -0.09 -1.38
C 0.67 -1.64 -1.53
C 0.82 -2.14 -3.00
C -0.36 -1.88 -3.98
H 3.68 0.36 -0.29
H 3.58 1.90 -1.18
H 2.70 -0.17 -2.34
H 1.83 1.31 -2.54
H 0.53 0.16 -0.30
H -0.04 0.39 -1.99
H 1.43 -2.09 -0.88
H -0.37 -1.92 -1.26
H 0.84 -3.24 -2.97
H 1.70 -1.62 -3.41
H -1.32 -2.35 -3.65
H -0.55 -0.80 -4.05
H -0.02 -2.10 -5.02
H -2.61 0.58 -1.46
H -3.28 0.95 -2.89
O -2.46 0.90 -2.41
H -3.94 -0.58 2.30
H -2.52 0.22 1.96
O -3.00 -0.69 2.12
H -1.01 2.78 -2.99
H -1.20 2.07 -1.58
O -0.57 2.61 -2.15
H 2.58 0.18 2.17
H 1.66 -1.02 2.22
O 2.50 -0.69 2.57
H -0.54 2.48 0.92
H -2.25 2.30 1.88
O -1.96 1.55 1.35
H -1.23 -1.41 4.67
H -2.55 -1.13 4.00
O -2.17 -1.67 4.72
H -3.07 1.08 0.37
H -3.84 -0.21 0.28
O -3.67 0.56 -0.27
H -1.02 -1.88 2.51
H -0.26 -0.67 3.05
O -0.15 -1.45 2.49
H 3.93 -1.98 2.38
H 4.53 -1.50 1.26
O 4.64 -2.30 1.78
H -1.24 1.10 2.76
H 0.15 1.28 3.47
O -0.75 0.96 3.64
H 1.59 2.11 0.37
H 0.16 3.09 -0.39
O 0.20 3.04 0.58
*
```



| no. | electronic energy (eV) | M (g/mol) |
| --- | --- | --- |
| 1 | -170615.9325 | 1589.132 |
| 2 | -31362.5545 | 299.334 |